Record 1
Below is a molecular structure, C40H32CaN8O3S3, with properties calculated with wB97M-V/def2-TZVPD.

Structure (ORCA input):
```
! RIJCOSX wB97M-V def2-TZVPD def2/J DEFGRID3
* xyz -2 1
Ca 0.61150 0.08381 0.57791
C 4.93573 1.14402 -0.59212
C 3.62948 1.42257 0.14090
O 2.60732 0.82334 -0.31751
C 3.67049 2.25985 1.24180
C 2.55711 2.64354 2.06611
C 2.82672 3.67129 3.14006
N 1.37729 2.12132 1.93365
N 0.43230 2.60279 2.84942
C -0.70431 1.96592 2.71010
O -0.96891 1.02521 1.89489
C -1.81388 2.38722 3.63490
C -1.67832 3.45136 4.52410
C -2.72613 3.80545 5.36036
C -3.92348 3.09916 5.31938
C -4.06217 2.03744 4.43590
C -3.01374 1.68272 3.59721
H 4.71498 0.92219 -1.63602
H 5.42306 0.26381 -0.15807
H 5.63492 1.97890 -0.52900
H 4.62419 2.71953 1.47207
H 3.86760 3.99407 3.11200
H 2.59377 3.26063 4.12515
H 2.16942 4.53220 3.01300
H -0.73926 3.98867 4.53807
H -2.61214 4.63768 6.04622
H -4.74301 3.37789 5.97221
H -4.99161 1.48116 4.39741
H -3.09593 0.85682 2.90068
C 1.02018 -0.06623 -3.24340
C -0.38890 -0.37428 -2.82277
N -0.61591 -0.50740 -1.56469
N -1.95633 -0.67737 -1.19280
C -2.13097 -1.42281 -0.16103
S -1.00253 -2.41697 0.69476
S -3.78207 -1.51376 0.50227
C -4.62144 -0.12121 -0.31777
C -5.31014 -0.47845 -1.60277
C -4.63522 -0.38316 -2.81735
C -5.27412 -0.72111 -4.00218
C -6.59228 -1.15840 -3.99111
C -7.27172 -1.25937 -2.78379
C -6.63161 -0.91997 -1.60056
C -1.36524 -0.61456 -3.90779
C -2.05236 -1.82293 -3.92494
C -2.90495 -2.17855 -4.96225
C -3.07971 -1.26082 -6.00248
C -2.42777 -0.04826 -6.01047
C -1.51417 0.35487 -4.97366
O -0.92133 1.46844 -4.99384
H 1.67430 0.12511 -2.39358
H 0.97859 0.81029 -3.89203
H 1.41084 -0.89982 -3.83613
H -3.84724 0.62551 -0.48802
H -5.33822 0.26818 0.40753
H -3.59994 -0.06034 -2.82840
H -4.72281 -0.64350 -4.93080
H -7.08792 -1.42124 -4.91874
H -8.30043 -1.60173 -2.76359
H -7.16076 -0.99908 -0.65632
H -1.91477 -2.50155 -3.08807
H -3.43002 -3.12569 -4.94994
H -3.74893 -1.50550 -6.82478
H -2.57625 0.65534 -6.82309
S 7.98712 -2.82073 1.68731
N 7.04104 -1.98108 2.70049
C 5.84273 -1.92589 2.14909
C 4.67906 -1.26996 2.71452
C 4.69421 -0.60575 3.93948
C 3.53620 -0.01322 4.38570
C 2.39130 -0.09521 3.59137
N 2.36481 -0.72587 2.42982
C 3.48531 -1.30161 1.98518
C 3.41292 -1.98924 0.67841
N 2.23809 -1.95654 0.04960
C 2.10925 -2.57684 -1.10705
C 3.16916 -3.24813 -1.72429
C 4.39225 -3.27278 -1.09725
C 4.52642 -2.63913 0.14014
C 5.76701 -2.60159 0.89036
N 6.91012 -3.14985 0.52200
H 5.61413 -0.56273 4.50852
H 3.50167 0.52375 5.32360
H 1.46965 0.38872 3.89624
H 1.12084 -2.52707 -1.55159
H 3.01663 -3.72489 -2.68279
H 5.24923 -3.76859 -1.53501
*
```

Calculated values
ΔE to the lowest compared entry with this formula, charge and spin: 0.2689 eV
Gap between HOMO and LUMO: 0.1672 Ha
Max |F|: 0.707 eV/A
LUMO level: 2.99 eV
Total energy: -4079.677327 a.u.

---

Record 2
Below is 4 unconnected molecules or ions with the total composition C29H68N4O4 in a non-equilibrium geometry, with properties calculated with wB97M-V/def2-TZVPD.

Structure (ORCA input):
```
! RIJCOSX wB97M-V def2-TZVPD def2/J DEFGRID3
* xyz 0 1
C 7.17217 3.74382 -1.77739
C 6.50627 4.24401 -3.18145
O 7.11562 3.61788 -4.34273
C 6.52541 2.37026 -4.65336
O 7.31252 1.41284 -4.88931
O 5.11307 2.14537 -4.74322
C 4.63874 1.46741 -3.53266
C 3.11927 1.81036 -3.15757
C 2.25372 2.45458 -4.34560
C 0.68573 2.23480 -3.94999
C 0.19876 3.16155 -2.73359
C 0.45314 2.55110 -1.26672
N 1.04160 3.62738 -0.37212
O 4.85124 0.04483 -3.54107
C 5.77930 -0.37013 -2.49409
C 5.57711 -1.96428 -2.21659
H 6.38493 3.41092 -1.02247
H 7.69653 4.66928 -1.33825
H 7.97078 2.94508 -1.93159
H 6.54719 5.39379 -3.28145
H 5.37984 4.00508 -3.07075
H 5.28965 1.89321 -2.67390
H 3.09708 2.55571 -2.27413
H 2.59225 0.83720 -2.83324
H 2.42735 1.95730 -5.36796
H 2.41414 3.57577 -4.49789
H 0.44247 1.12385 -3.79942
H 0.09644 2.56579 -4.89098
H 0.61092 4.22770 -2.81275
H -0.94914 3.26525 -2.84878
H 1.12412 1.62780 -1.24105
H -0.53175 2.23889 -0.74671
H 1.73044 4.18544 -0.90158
H 0.26363 4.21480 -0.04341
H 5.60301 0.14020 -1.48834
H 6.83714 -0.20361 -2.91375
H 6.51265 -2.41905 -1.74984
H 4.70827 -2.03486 -1.46703
H 5.28968 -2.41407 -3.22306
C -3.40889 5.59194 5.47096
C -2.53771 4.45011 4.95961
N -2.12917 4.60290 3.56697
C -1.55014 3.38884 2.99814
C -0.23732 2.88583 3.59396
C -1.43753 5.84255 3.22957
C -0.15357 6.17030 3.98943
H -4.28358 5.73836 4.83175
H -3.76530 5.36252 6.47898
H -2.85710 6.53303 5.52875
H -3.12798 3.53224 5.05379
H -1.67289 4.33839 5.62656
H -1.41825 3.52013 1.91770
H -2.29034 2.58479 3.09091
H 0.60845 3.49991 3.28278
H -0.03782 1.86990 3.23994
H -0.26113 2.84913 4.68565
H -2.13657 6.67388 3.37304
H -1.22455 5.85767 2.15424
H -0.24703 6.00356 5.06485
H 0.09830 7.22517 3.84600
H 0.69394 5.59050 3.62058
C -1.16410 -0.75423 1.82815
C -2.62885 -0.65851 2.24071
N -3.51540 -0.22279 1.16647
C -4.84983 0.14529 1.63202
C -5.71589 -0.95470 2.24422
C -3.47642 -1.01074 -0.06096
C -3.78666 -2.50260 0.04202
H -0.81019 0.18948 1.40364
H -0.54717 -0.98000 2.70248
H -0.99570 -1.55005 1.09869
H -2.68101 0.06975 3.05749
H -2.94224 -1.62411 2.65869
H -5.40387 0.61275 0.80997
H -4.73932 0.94027 2.37936
H -6.10933 -1.62982 1.48340
H -6.57863 -0.50705 2.74658
H -5.17668 -1.54342 2.98988
H -2.48054 -0.90273 -0.50519
H -4.14734 -0.56115 -0.80208
H -3.27864 -2.98083 0.88208
H -3.45435 -3.00993 -0.86864
H -4.85808 -2.68761 0.13322
C -1.36601 -5.34954 0.92129
C -1.23151 -6.84847 0.67948
N -2.35150 -7.42544 -0.05687
C -2.36682 -8.88558 -0.03470
C -1.21194 -9.61753 -0.71691
C -2.65712 -6.81627 -1.34720
C -1.54968 -6.78406 -2.39888
H -2.31056 -5.11246 1.41801
H -0.55288 -5.00403 1.56595
H -1.30741 -4.77872 -0.00848
H -1.17424 -7.32621 1.66341
H -0.27362 -7.04194 0.17923
H -3.31101 -9.24418 -0.46035
H -2.39526 -9.20702 1.01328
H -1.29535 -9.57997 -1.80368
H -1.22821 -10.67452 -0.43477
H -0.23680 -9.21998 -0.42651
H -2.98448 -5.78568 -1.16962
H -3.53890 -7.30401 -1.77845
H -0.58761 -6.47071 -1.98728
H -1.81243 -6.07162 -3.18633
H -1.42143 -7.75427 -2.88116
*
```

Calculated values
ΔE to the lowest compared entry with this formula, charge and spin: 2.7584 eV
Gap between HOMO and LUMO: 0.3192 Ha
Max |F|: 5.197 eV/A
LUMO level: 0.55 eV
Total energy: -1665.539901 a.u.

---

Record 3
Below is 2 unconnected molecules or ions with the total composition C6H11N5O2S in a non-equilibrium geometry, with properties calculated with wB97M-V/def2-TZVPD.

Structure (ORCA input):
```
! RIJCOSX wB97M-V def2-TZVPD def2/J DEFGRID3
* xyz 0 1
N -1.18073 3.04010 -0.91650
C -0.84744 1.73552 -1.19359
N 0.22569 0.99815 -0.42276
C 0.22531 -0.35944 -1.09002
C 1.29813 -1.40311 -0.42075
C 0.96062 -1.46187 1.19431
C 1.79565 -0.38305 2.10352
O 3.15597 -0.08541 1.62896
N -0.77460 -0.49888 -2.21692
N -1.39040 0.75551 -2.23188
N -2.43382 1.01609 -3.14325
C -3.42428 0.10420 -2.75651
S -4.60952 -1.02396 -2.18157
H -1.43752 3.27293 0.08642
H -1.12427 3.80949 -1.63972
H 1.20285 -2.51988 -0.82206
H 2.40488 -1.07547 -0.66619
H 1.05488 -2.54926 1.61621
H -0.19009 -1.16174 1.29643
H 1.81491 -0.79507 3.21879
H 1.17419 0.63598 2.09756
H 3.03630 0.64960 0.93956
H -0.92706 -1.35210 -2.79816
O 0.13067 -1.12153 4.20714
H -0.14032 -0.22680 4.11100
*
```

Calculated values
ΔE to the lowest compared entry with this formula, charge and spin: 5.0754 eV
Gap between HOMO and LUMO: 0.0680 Ha
Max |F|: 8.060 eV/A
LUMO level: -3.11 eV
Total energy: -1057.198015 a.u.

---

Record 4
Below is 2 unconnected molecules or ions with the total composition C3H11NO2 in a non-equilibrium geometry, with properties calculated with wB97M-V/def2-TZVPD.

Structure (ORCA input):
```
! RIJCOSX wB97M-V def2-TZVPD def2/J DEFGRID3
* xyz 0 1
N -0.44073 -2.36291 1.80583
C -0.03212 -0.94518 1.81449
C -0.21127 -0.33606 0.41398
C -0.13448 1.18038 0.34440
O 1.05103 1.53085 -0.37982
H 0.27839 -2.87122 1.31145
H -0.41617 -2.66774 2.76241
H 0.98229 -0.73629 2.17031
H -0.77055 -0.45542 2.45789
H 0.52208 -0.76161 -0.27122
H -1.20113 -0.71302 0.13740
H -0.97379 1.56325 -0.23804
H -0.17222 1.62300 1.34039
H 1.42130 2.30967 0.00437
O 0.41590 1.08830 -4.57850
H -0.21216 1.03720 -3.83223
H -0.10637 1.51680 -5.26313
*
```

Calculated values
ΔE to the lowest compared entry with this formula, charge and spin: 0.6532 eV
Gap between HOMO and LUMO: 0.3844 Ha
Max |F|: 1.131 eV/A
LUMO level: 0.85 eV
Total energy: -326.107472 a.u.